The following is a quantum chemistry calculation of a structure of composition C56H46BiFGeINOP3, from the OMol25 dataset.

* LUMO level: -8.2 eV
* total energy: -6003.93379 hartree
* Kohn-Sham gap: 7.9 eV
* energy relative to the best compared isomer or geometry (same formula, charge and spin): 19.1 kJ/mol
* highest occupied orbital energy: -16.1 eV

```
! RIJCOSX wB97M-V def2-TZVPD def2/J DEFGRID3
* xyz 3 1
H 2.964 -4.154 3.600
H -0.690 -4.126 -4.352
H 1.174 -1.023 5.905
H 0.220 -5.830 -0.975
C -0.405 1.080 -3.417
C -2.552 -3.675 0.639
H 5.889 -2.901 0.388
C -0.976 -2.284 -3.309
C -2.600 -2.060 3.323
C 2.462 4.639 -2.064
C 4.375 0.716 3.790
Bi 0.592 -0.493 -0.450
C -1.897 -1.384 -2.769
C -1.716 4.163 2.316
H -2.045 -2.987 3.405
C -1.862 -5.692 -0.475
C -3.990 0.309 3.129
F -3.900 2.662 1.813
C 0.393 -1.297 3.936
C -4.538 2.482 -0.812
H -0.349 -0.517 4.051
C -2.851 1.192 -1.902
C 0.217 3.058 1.460
H -4.547 1.231 3.087
H -3.103 -4.674 -4.404
H -5.239 -0.463 4.680
H -2.780 4.212 2.484
C 2.483 1.345 1.857
H 2.089 4.073 1.810
H 2.835 -2.844 5.690
H 5.125 0.499 4.540
H -6.154 3.170 -2.027
C -0.556 -5.224 -0.525
C 4.060 -2.306 -0.333
H -4.730 -3.155 -3.322
H 0.084 -2.067 -3.312
H -1.516 2.921 -3.251
C -2.896 0.119 2.280
H -3.881 -5.261 0.106
C 2.060 2.658 -0.758
C -0.240 -3.987 0.005
C 3.045 1.989 -1.490
H -3.980 -2.601 4.863
C 2.180 1.504 3.210
C -4.386 -0.654 4.043
Ge -2.572 1.728 1.116
H 0.911 -0.586 -3.838
H -3.981 -1.052 -2.319
N 4.919 -2.724 0.598
H 3.824 -1.784 -2.394
H 3.282 0.950 -1.284
P -0.768 -1.684 1.466
H -4.949 2.945 0.072
H -0.331 4.024 -5.087
C 3.727 0.839 1.479
H 4.556 2.148 -2.994
C 0.633 0.429 -4.090
C 1.280 1.050 -5.143
H -2.102 -6.668 -0.877
C 3.482 3.989 -2.742
C -5.227 2.612 -2.007
H 2.055 0.521 -5.682
C 0.450 -2.053 2.762
I 6.113 -0.537 -1.731
H 1.217 1.892 3.518
C -3.686 -1.846 4.147
C -2.209 -1.093 2.385
O 2.863 -2.114 -0.083
C -2.763 -3.765 -3.924
C -4.733 2.032 -3.165
H 5.637 0.153 2.145
C 1.015 4.102 1.949
C 1.750 3.982 -1.074
C 3.764 2.660 -2.461
C 2.181 -2.605 4.862
C 1.248 -1.585 4.984
C -2.859 -4.907 0.084
C -0.061 3.013 -4.811
H 1.436 -3.687 1.752
H -3.336 -3.087 1.096
C -0.929 5.202 2.788
C -3.548 1.325 -3.112
C -1.411 -3.456 -3.901
C 2.256 -3.339 3.687
C 4.665 0.522 2.447
C -1.168 3.068 1.644
C 4.616 -2.089 -1.719
H 4.592 -2.909 1.532
H 1.069 5.975 2.979
C 0.926 2.339 -5.514
P 1.236 1.823 0.625
H 3.999 0.737 0.437
H 1.420 2.815 -6.352
C -0.726 2.393 -3.767
H 0.976 4.512 -0.538
C -3.339 1.772 -0.731
H -5.263 2.127 -4.103
H 0.785 -3.632 -0.045
H -1.396 6.031 3.302
P -1.344 0.222 -2.115
H 4.056 4.517 -3.493
C -1.232 -3.224 0.632
H 2.228 5.670 -2.292
C 0.445 5.172 2.609
C -3.251 -1.722 -2.752
H 5.089 -2.991 -2.101
C 3.135 1.210 4.168
H 2.914 1.380 5.213
C 1.394 -3.070 2.635
H -3.152 0.869 -4.011
C -3.676 -2.909 -3.327
*
```

Atom charges from the Mulliken analysis, given in e for atoms 1 to 2:
1 H 0.622
2 H 0.481